[1]
Formula: C9H14
Source: OMol25
Level of theory: ωB97M-V/def2-TZVPD

The geometry in XYZ format:
```
23
Properties=species:S:1:pos:R:3:mulliken_charge:R:1
C 1.950 -0.961 1.655 -0.76
C 0.956 -1.340 2.723 -0.65
H 1.651 -0.100 1.047 0.18
H 2.967 -0.812 2.080 0.36
H 2.146 -1.771 0.952 0.23
H 0.626 -0.493 3.323 0.26
H 1.337 -2.153 3.330 0.34
H 0.008 -1.634 2.280 0.09
C -0.960 2.725 -1.021 -1.43
C -0.031 0.590 -1.929 -0.75
C -0.842 1.222 -1.011 1.06
C 0.432 -0.679 -1.601 -0.08
C -0.050 -1.416 -0.498 -0.84
C -1.208 0.621 0.200 -0.74
C -1.001 -0.747 0.303 -0.52
H 0.298 1.194 -2.772 0.34
H 1.052 -1.211 -2.351 0.32
H -0.607 3.228 -1.912 0.39
H -0.448 3.073 -0.124 0.31
H 0.518 -2.314 -0.277 0.59
H -1.821 1.201 0.869 0.46
H -1.550 -1.291 1.068 0.52
H -2.023 3.057 -0.983 0.31
```

Computed properties:
LUMO level   0.036 Ha
E_tot   -9559.095 eV
Energy above the lowest of the compared OMol25 structures with the same formula, charge and spin   104.8 kJ/mol
HOMO-LUMO gap   0.36270 Eh
HOMO   -8.893 eV
Structure (SMILES)   Cc1ccccc1.CC

***

[2]
Formula: CH9BLiO2P
Source: OMol25
Level of theory: ωB97M-V/def2-TZVPD

The geometry in XYZ format:
```
15
Properties=species:S:1:pos:R:3:mulliken_charge:R:1
O 2.484 -0.554 -0.631 -0.55
B 1.434 -0.146 0.188 0.71
O 1.625 1.065 0.800 -0.55
C 0.143 -1.009 0.401 -0.82
P -1.437 0.022 0.211 -0.01
H 2.262 -0.817 -1.521 0.29
H 0.776 1.366 1.166 0.29
H 0.093 -1.500 1.378 0.31
H 0.096 -1.781 -0.375 0.21
H -0.446 0.986 -0.976 -0.70
H -0.906 1.001 1.203 -0.09
H -2.227 -0.648 1.191 0.02
H -1.878 -0.814 -0.892 -0.04
H -2.444 0.988 -0.126 0.03
Li 0.427 1.840 -2.018 0.89
```

Computed properties:
LUMO level   -0.043 Ha
E_tot   -15446.617 eV
HOMO-LUMO gap   0.23625 Eh
HOMO   -7.594 eV

***

[3]
Formula: C2H5OP
Source: OMol25
Level of theory: ωB97M-V/def2-TZVPD

The geometry in XYZ format:
```
9
Properties=species:S:1:pos:R:3:mulliken_charge:R:1
C -1.160 0.288 -0.354 -0.21
C 1.542 0.119 -0.075 -0.86
O -1.472 1.234 0.328 -0.44
P -1.442 -1.422 0.093 0.01
H -0.790 0.647 -1.376 0.50
H 1.126 0.723 -0.887 0.33
H 2.314 -0.705 -0.131 0.29
H 1.158 0.285 0.946 0.33
H -1.275 -1.170 1.457 0.06
```

Computed properties:
LUMO level (spin up / spin down)   -0.068 / -0.016 Ha
E_tot   -13486.692 eV
Energy above the lowest of the compared OMol25 structures with the same formula, charge and spin   403.6 kJ/mol
HOMO-LUMO gap (spin up / spin down)   0.27252 / 0.32644 Eh
HOMO (spin up / spin down)   -9.258 / -9.328 eV

***

[4]
Formula: C6H16NS
Source: OMol25
Level of theory: ωB97M-V/def2-TZVPD

The geometry in XYZ format:
```
24
Properties=species:S:1:pos:R:3:mulliken_charge:R:1
C -2.390 0.215 -0.416 -1.22
C -0.888 2.099 0.028 -1.33
C 0.153 -1.650 -0.223 -1.59
C 3.286 -0.697 -0.834 -0.82
C -0.952 0.663 -0.486 0.25
C -0.097 -0.250 0.312 -0.27
N -0.222 -0.171 1.742 -0.06
S 2.347 0.465 0.202 0.05
H -2.405 -0.889 -0.488 0.34
H -2.867 0.653 0.510 0.35
H -2.955 0.671 -1.264 0.38
H -1.482 2.055 0.945 0.39
H 0.011 2.537 0.356 0.40
H -1.185 2.825 -0.791 0.32
H -0.730 -2.254 -0.117 0.51
H 0.972 -2.261 0.122 0.39
H 0.133 -1.536 -1.281 0.46
H 3.000 -0.747 -1.845 0.34
H 3.300 -1.724 -0.478 0.27
H 4.249 -0.152 -0.827 0.32
H -0.552 0.538 -1.573 0.41
H 0.235 0.521 2.377 0.39
H -1.192 0.089 1.876 0.33
H 0.232 -1.002 2.151 0.37
```

Computed properties:
LUMO level   -0.169 Ha
E_tot   -18797.297 eV
Charge   +1
Energy above the lowest of the compared OMol25 structures with the same formula, charge and spin   324.5 kJ/mol
HOMO-LUMO gap   0.29037 Eh
HOMO   -12.487 eV

***

[5]
Formula: CH4N2O2
Source: OMol25
Level of theory: ωB97M-V/def2-TZVPD

The geometry in XYZ format:
```
9
Properties=species:S:1:pos:R:3:mulliken_charge:R:1
C 1.005 0.537 0.194 -1.02
N -1.556 -1.105 0.622 -0.61
N 1.896 -0.421 -0.199 -0.43
O -2.654 -0.074 0.002 -0.61
O 3.107 0.077 -0.532 -0.68
H 1.307 1.547 0.232 0.45
H -2.161 0.423 -0.628 0.24
H -0.010 0.199 0.598 0.57
H -0.933 -1.184 -0.289 0.09
```

Computed properties:
LUMO level   0.285 Ha
E_tot   -8168.729 eV
Charge   -2
Energy above the lowest of the compared OMol25 structures with the same formula, charge and spin   85.7 kJ/mol
HOMO-LUMO gap   0.20605 Eh
HOMO   2.145 eV

***

[6]
Formula: C7H11N2OS
Source: OMol25
Level of theory: ωB97M-V/def2-TZVPD

The geometry in XYZ format:
```
22
Properties=species:S:1:pos:R:3:mulliken_charge:R:1
C 0.345 -0.425 -2.859 0.00
C -1.057 -0.353 -2.633 -0.47
C 1.237 0.214 -2.133 -0.67
C -1.634 0.585 -1.931 -0.17
C 0.893 0.029 0.600 0.31
C 0.886 1.045 -0.933 0.01
C -1.106 -0.232 3.558 -0.58
N 1.880 -0.829 0.679 -0.27
N -0.152 0.105 1.396 -0.10
O -0.162 -0.659 2.633 -0.29
S -0.845 1.664 -0.803 -0.25
H 0.713 -0.938 -3.807 0.34
H -1.538 -1.141 -3.264 0.32
H 2.290 0.365 -2.388 0.46
H -2.789 0.749 -1.860 0.30
H 1.663 1.774 -0.483 0.46
H -2.098 -0.321 3.149 0.28
H -0.860 0.888 3.903 0.27
H -1.097 -0.991 4.383 0.26
H 2.471 -0.874 -0.082 0.21
H 2.028 -1.314 1.543 0.26
H -1.069 0.660 1.332 0.32
```

Computed properties:
LUMO level   -0.127 Ha
E_tot   -23289.546 eV
Charge   +1
Energy above the lowest of the compared OMol25 structures with the same formula, charge and spin   353.7 kJ/mol
HOMO-LUMO gap   0.31957 Eh
HOMO   -12.152 eV
Structure (SMILES)   CO/[NH+]=C(\N)[C@H]1C=CC=CS1

***

[7]
Formula: C2H2FI3
Source: OMol25
Level of theory: ωB97M-V/def2-TZVPD

The geometry in XYZ format:
```
8
Properties=species:S:1:pos:R:3:mulliken_charge:R:1
C 0.246 -0.316 -0.867 -0.46
C -0.185 0.337 0.674 -0.64
F 1.334 0.240 -1.341 -0.22
I 1.599 -0.110 1.789 0.18
I -0.756 2.397 0.761 0.20
I -1.826 -0.857 1.212 0.20
H -0.750 -0.284 -1.588 0.31
H 0.338 -1.407 -0.640 0.42
```

Computed properties:
LUMO level   -0.029 Ha
E_tot   -29124.306 eV
Energy above the lowest of the compared OMol25 structures with the same formula, charge and spin   44.1 kJ/mol
HOMO-LUMO gap   0.31441 Eh
HOMO   -9.354 eV

***

[8]
Formula: H8P4Si
Source: OMol25
Level of theory: ωB97M-V/def2-TZVPD

The geometry in XYZ format:
```
13
Properties=species:S:1:pos:R:3:mulliken_charge:R:1
Si -1.438 -0.254 -0.725 0.03
P -1.462 -2.051 0.750 -0.19
P 1.270 0.174 -0.241 -0.11
P 3.308 1.034 -0.025 -0.13
P -2.295 1.368 0.591 -0.15
H -0.110 -2.244 0.328 0.01
H -1.757 -2.994 -0.271 0.06
H 1.726 -1.127 -0.965 0.14
H 0.763 0.678 -1.458 0.13
H 3.483 0.656 1.241 0.06
H 2.886 2.304 0.442 0.07
H -2.940 1.875 -0.479 0.04
H -3.433 0.582 0.814 0.04
```

Computed properties:
LUMO level   -0.031 Ha
E_tot   -45158.772 eV
Energy above the lowest of the compared OMol25 structures with the same formula, charge and spin   198.5 kJ/mol
HOMO-LUMO gap   0.24602 Eh
HOMO   -7.525 eV

***

[9]
Formula: C2H2O2
Source: OMol25
Level of theory: ωB97M-V/def2-TZVPD

The geometry in XYZ format:
```
6
Properties=species:S:1:pos:R:3:mulliken_charge:R:1
O 1.509 -0.485 -0.798 -0.36
C 0.950 -0.076 0.162 0.27
C -1.201 0.282 -0.635 -0.22
O -0.439 -0.164 0.352 -0.16
H 1.404 0.372 1.055 0.31
H -2.216 0.035 -0.242 0.15
```

Computed properties:
LUMO level   -0.001 Ha
E_tot   -6197.712 eV
Energy above the lowest of the compared OMol25 structures with the same formula, charge and spin   226.0 kJ/mol
HOMO-LUMO gap   0.34464 Eh
HOMO   -9.399 eV

***

[10]
Formula: C3H10O3
Source: OMol25
Level of theory: ωB97M-V/def2-TZVPD

The geometry in XYZ format:
```
16
Properties=species:S:1:pos:R:3:mulliken_charge:R:1
C -0.853 1.318 0.718 -0.25
O -2.079 1.838 0.390 -0.26
C 0.070 0.811 -0.503 -0.26
C 1.361 1.597 -0.663 -0.59
O 1.030 2.954 -0.908 -0.48
H -1.121 0.439 1.291 0.33
H -0.255 2.101 1.199 0.27
H -1.962 2.737 -0.011 0.44
H -0.503 1.097 -1.391 0.31
H 0.073 -0.260 -0.349 0.39
H 1.956 1.091 -1.423 0.35
H 2.020 1.508 0.209 0.38
H 1.424 3.407 -0.142 0.37
H 0.386 -6.829 0.517 0.32
H -1.044 -7.281 0.623 0.32
O -0.504 -6.528 0.442 -0.64
```

Computed properties:
LUMO level (spin up / spin down)   -0.127 / -0.359 Ha
E_tot   -9404.713 eV
Charge   +1
Spin multiplicity   2
Energy above the lowest of the compared OMol25 structures with the same formula, charge and spin   189.8 kJ/mol
⟨S²⟩   0.7552
HOMO-LUMO gap (spin up / spin down)   0.36545 / 0.13343 Eh
HOMO (spin up / spin down)   -13.412 / -13.412 eV

***

[11]
Formula: C4H9NO
Source: OMol25
Level of theory: ωB97M-V/def2-TZVPD

The geometry in XYZ format:
```
15
Properties=species:S:1:pos:R:3:mulliken_charge:R:1
O -1.444 0.427 -0.780 -0.54
C -1.428 0.324 0.626 -0.59
C -0.292 -0.677 1.045 -0.13
N 0.424 -0.989 -0.184 -0.62
C 0.759 0.745 -0.977 -0.45
C 1.642 -0.250 -0.427 -0.27
H -0.959 -0.403 -1.035 0.45
H -2.416 -0.025 0.920 0.29
H -1.252 1.319 1.062 0.29
H 0.362 -0.260 1.829 0.21
H -0.750 -1.586 1.471 0.32
H 0.556 0.829 -2.046 0.27
H 0.512 1.664 -0.437 0.23
H 2.166 0.058 0.471 0.28
H 2.250 -0.754 -1.163 0.26
```

Computed properties:
LUMO level   0.025 Ha
E_tot   -7827.452 eV
Energy above the lowest of the compared OMol25 structures with the same formula, charge and spin   469.7 kJ/mol
HOMO-LUMO gap   0.33453 Eh
HOMO   -8.411 eV

***

[12]
Formula: C3H3IN2O
Source: OMol25
Level of theory: ωB97M-V/def2-TZVPD

The geometry in XYZ format:
```
10
Properties=species:S:1:pos:R:3:mulliken_charge:R:1
C -0.234 -0.481 -0.167 0.37
C -1.008 0.859 0.092 -0.28
C 1.246 0.281 -0.244 -0.16
N -0.226 1.844 0.027 -0.39
N 1.085 1.517 -0.137 -0.31
O -0.872 -1.778 0.378 -0.49
I 2.978 -0.799 -0.284 0.17
H -0.140 -0.581 -1.258 0.28
H -2.018 1.020 0.221 0.48
H -0.811 -1.881 1.372 0.34
```

Computed properties:
LUMO level   -0.011 Ha
E_tot   -16284.258 eV
Energy above the lowest of the compared OMol25 structures with the same formula, charge and spin   264.2 kJ/mol
HOMO-LUMO gap   0.34598 Eh
HOMO   -9.716 eV
Structure (SMILES)   O[C@H]1C=NN=C1I